Entry 1:
10
Properties=species:S:1:pos:R:3:forces:R:3:nbo_charge:R:1 method="wB97M-V/def2-TZVPD" smiles="[H]/N=C/S(N)(=O)=O" e_homo_ha=-0.3973 multiplicity=1 de_lowest_ev=1.815
S -0.15676 0.95005 0.25289 -3.76 -2.22 -0.36 2.20
O -0.81135 1.04581 1.51107 0.05 0.25 0.65 -0.92
O 0.48967 2.03926 -0.34584 0.82 1.63 -1.27 -0.92
N 0.53878 -1.50537 0.44105 0.74 0.33 1.32 -0.55
N -1.53325 0.32467 -0.82425 3.51 1.54 -0.51 -1.00
C 1.05335 -0.34859 0.44695 -3.84 -1.83 -1.36 -0.14
H 1.99736 -0.03286 0.23898 3.16 0.75 0.34 0.20
H -1.64564 -0.65627 -0.56956 0.08 0.03 -0.13 0.39
H 1.21921 -2.23325 0.67760 0.07 0.01 -0.63 0.36
H -1.15139 0.41654 -1.82890 -0.83 -0.48 1.97 0.38



Entry 2:
10
Properties=species:S:1:pos:R:3:forces:R:3:nbo_charge:R:1 method="wB97M-V/def2-TZVPD" e_homo_ha="-0.2614 / -0.3874" multiplicity=3 de_lowest_ev=2.159 s_squared=2.01
S -0.58159 -0.61758 0.21759 0.70 0.35 1.71 1.79
O -1.34002 -0.23379 1.40749 0.13 0.03 -0.05 -0.83
O -0.56133 -1.96228 -0.24195 -0.19 -2.16 -0.37 -0.91
N 1.49814 0.81506 0.91068 2.60 1.98 1.44 -0.59
N -1.40507 0.47666 -1.51513 -0.04 2.32 -1.47 -0.66
C 1.19917 -0.25056 0.38276 0.76 -3.35 0.85 -0.11
H 1.65837 -1.32358 0.13223 -0.05 2.51 0.24 0.22
H -0.63752 1.25089 -1.45473 -2.37 -1.07 -0.20 0.33
H -2.33097 0.74617 -1.12055 0.84 0.64 -0.59 0.34
H 2.50081 1.09901 1.28161 -2.40 -1.25 -1.56 0.39



Entry 3:
10
Properties=species:S:1:pos:R:3:forces:R:3:nbo_charge:R:1 method="wB97M-V/def2-TZVPD" smiles="N[C@@H](O)ON=O" e_homo_ha=-0.3749 multiplicity=1 de_lowest_ev=1.320
O -1.53961 -0.01508 0.76621 0.93 0.13 -0.48 -0.76
O 2.31313 1.88998 0.82043 -1.67 -0.95 -0.51 -0.26
O 0.77950 0.41607 0.45711 1.17 0.31 1.60 -0.40
N -0.04152 -1.01285 -0.89357 -0.59 -4.02 -2.75 -0.85
N 1.25806 1.72101 0.31488 0.55 0.96 -0.05 0.38
C -0.41815 0.08742 -0.18473 -2.47 1.80 -0.35 0.48
H 0.48007 -1.64639 -0.34575 0.93 -0.61 0.78 0.37
H -0.63865 -1.65900 -1.50138 0.35 2.26 1.31 0.40
H -0.74169 0.85371 -0.96324 0.14 -0.39 1.61 0.17
H -1.45114 -0.63487 1.53003 0.63 0.52 -1.16 0.48